Entry 1:
A molecular structure, C25H34NO2SiTb at a distorted geometry. Source: the OMol25 dataset; level of theory: ωB97M-V/def2-TZVPD.

Geometry (Å):
C 2.3150 0.1653 2.0169
C 2.5211 -0.4696 0.7476
C 2.3324 0.5249 -0.2497
H 2.8204 -1.5058 0.5713
C 2.0130 1.7640 0.3840
C 1.9877 1.5371 1.7861
H 1.8949 2.7203 -0.1263
C -1.4596 -1.9726 2.0391
C -0.2767 -2.4656 1.4303
C -0.4167 -2.3129 0.0150
H 0.5876 -2.8686 1.9613
C -1.6754 -1.6509 -0.2378
C -2.2942 -1.4070 1.0309
H 2.5842 0.4137 -1.2993
H 1.8195 2.2786 2.5642
H 2.5299 -0.2464 2.9985
H -3.2653 -0.8986 1.1806
H 0.2043 -2.8001 -0.7401
H -1.7397 -2.1386 3.0777
Tb -0.0069 0.1038 0.9153
C -2.4068 -1.5126 -1.5661
C -3.7986 -2.1339 -1.3802
C -1.6492 -2.2302 -2.6807
H -3.7271 -3.1435 -0.9546
H -4.3226 -2.2119 -2.3361
H -4.4221 -1.5289 -0.7117
H -1.6560 -3.3148 -2.5199
H -0.6073 -1.9008 -2.7564
H -2.1300 -2.0394 -3.6431
C -2.5875 0.0023 -1.9070
C -1.3349 0.7764 -2.1566
H -3.0720 0.5012 -1.0510
H -3.2550 0.0873 -2.7778
O -0.4809 0.9407 -1.2253
N -1.1647 1.3783 -3.3296
C -0.2154 2.5171 -3.4974
H -1.9704 1.3753 -3.9491
C 1.1417 1.9835 -3.8257
C 2.2687 2.6374 -3.3160
H 2.1176 3.5267 -2.6920
C 3.5411 2.1394 -3.6029
H 4.4179 2.6623 -3.2038
C 3.6786 0.9963 -4.4090
H 4.6818 0.6299 -4.6474
C 2.5456 0.3448 -4.9228
H 2.6518 -0.5435 -5.5516
C 1.2709 0.8498 -4.6366
H 0.3727 0.3597 -5.0256
H -0.2154 3.1310 -2.5842
H -0.5822 3.1352 -4.3282
C 0.3745 -1.5842 5.0634
Si -0.1725 0.1982 4.5741
C -1.8892 0.6053 5.2869
C 1.2437 1.2894 5.2627
O -0.4281 0.4891 2.9917
H 0.4014 -1.6504 6.1698
H 1.3893 -1.8409 4.7020
H -0.3263 -2.3609 4.7095
H -2.0097 0.6335 6.3775
H -2.1332 1.5938 4.8763
H -2.5915 -0.1299 4.8740
H 2.2415 0.9792 4.9081
H 1.0672 2.3346 4.9617
H 1.2668 1.2570 6.3651

Calculated values
Multiplicity: 7
HOMO-LUMO gap (spin up / spin down), eV: 7.602 / 7.685
Charge: 0
Expectation value of S²: 12.718
E_HOMO (spin up / spin down), eV: -7.55 / -7.61
E_LUMO (spin up / spin down), eV: 0.05 / 0.07

=====

Entry 2:
A molecular structure, C25H35AlBr2Cl42N at a distorted geometry. Source: the OMol25 dataset; level of theory: ωB97M-V/def2-TZVPD.

Geometry (Å):
C 2.8316 -4.7057 0.9656
C 1.7546 -4.5323 2.2044
C 0.2934 -5.1940 1.7393
C -0.9104 -4.6243 2.7367
C -1.1848 -3.0151 2.5670
C -1.8072 -2.6816 1.0679
Al -1.2287 -0.8441 0.3208
C -0.2083 -0.9339 -1.4579
C 0.5781 -2.3445 -1.7396
N 0.0080 -3.5870 -1.8812
C -0.2792 0.3449 1.7576
Br -1.5052 1.5397 2.8674
C 1.2105 0.3492 1.9594
C 1.9875 1.3275 3.0680
Br 2.4589 -0.8487 0.8832
H 3.5949 -3.8009 1.0003
H 3.4632 -5.6839 1.2276
H 2.3098 -4.8206 -0.0853
H 2.0898 -5.0828 3.1936
H 1.6484 -3.3769 2.4852
H 0.1496 -4.8791 0.6171
H 0.3377 -6.3825 1.7465
H -0.5315 -4.7920 3.8484
H -1.9478 -5.1820 2.5576
H -0.2492 -2.3357 2.7474
H -1.9943 -2.7147 3.3804
H -1.5845 -3.5795 0.3501
H -2.9914 -2.6749 1.2188
H -2.6034 -0.0597 0.0046
H 0.5429 -0.0329 -1.4736
H -0.9612 -0.7638 -2.3594
H 1.7609 -2.2757 -1.8852
H -1.0230 -3.4659 -1.7572
H 2.6082 2.1261 2.4416
H 2.7978 0.6200 3.5749
H 1.2561 1.8221 3.8366
C -0.6515 1.5187 6.8803
Cl -1.3681 -0.0027 6.3222
Cl 1.0325 1.6466 6.3445
Cl -1.5957 2.9010 6.2997
H -0.6667 1.5260 7.9731
C 1.8921 2.6496 -2.7360
Cl 3.5820 2.4032 -3.2081
Cl 0.8001 2.0043 -3.9733
Cl 1.5683 1.8950 -1.1659
H 1.7130 3.7240 -2.6452
C 6.2030 2.2821 -6.3883
Cl 6.2273 1.6648 -4.7277
Cl 5.2649 3.7824 -6.4808
Cl 7.8529 2.5426 -6.9795
H 5.7226 1.5357 -7.0261
C -5.7789 -3.0951 -0.9472
Cl -4.0889 -3.3414 -1.4192
Cl -6.8709 -3.7403 -2.1844
Cl -6.1026 -3.8496 0.6230
H -5.9579 -2.0206 -0.8563
C 2.1667 5.6091 0.7250
Cl 2.7330 5.4655 -0.9478
Cl 0.6895 6.5847 0.8001
Cl 1.8900 4.0064 1.4279
H 2.9417 6.1121 1.3089
C 1.6044 -0.6070 -7.2244
Cl 1.6287 -1.2243 -5.5637
Cl 0.6663 0.8933 -7.3168
Cl 3.2543 -0.3465 -7.8155
H 1.1239 -1.3534 -7.8622
C -2.6862 5.0713 -1.1111
Cl -1.4695 5.7141 -2.2273
Cl -2.0171 3.7297 -0.1667
Cl -3.2839 6.3492 -0.0391
H -3.5269 4.6934 -1.6984
C 5.2338 -2.6867 -4.1659
Cl 6.5057 -2.1228 -5.2631
Cl 4.3662 -1.3122 -3.4606
Cl 4.1105 -3.7615 -5.0158
H 5.7031 -3.2503 -3.3555
C -1.4557 -1.2975 10.0104
Cl -1.5815 0.4558 9.7878
Cl -0.3368 -1.6784 11.3304
Cl -3.0513 -2.0008 10.3249
H -1.0625 -1.7342 9.0888
C -3.9436 -2.3007 -5.5293
Cl -5.3030 -2.7416 -4.4819
Cl -2.4028 -2.5894 -4.7034
Cl -4.0124 -3.2047 -7.0516
H -4.0171 -1.2345 -5.7583
C -7.2108 5.6239 0.2422
Cl -8.7313 4.7258 0.3873
Cl -6.3244 5.5984 1.7762
Cl -6.2156 4.9557 -1.0625
H -7.4466 6.6628 -0.0020
C -8.0607 -0.3206 -6.6342
Cl -8.0364 -0.9379 -4.9735
Cl -8.9988 1.1797 -6.7266
Cl -6.4109 -0.0600 -7.2253
H -8.5412 -1.0670 -7.2720
C 3.1327 0.0768 10.7176
Cl 3.1793 -1.4209 11.6632
Cl 4.6434 0.2912 9.8169
Cl 1.7460 0.0734 9.6146
H 3.0214 0.9166 11.4082
C 6.8164 5.0252 -2.7096
Cl 6.8407 4.4079 -1.0490
Cl 5.8783 6.5255 -2.8020
Cl 8.4662 5.2858 -3.3008
H 6.3359 4.2789 -3.3474

Calculated values
HOMO-LUMO gap, eV: 7.083
Charge: -1
E_HOMO, eV: -5.44
E_LUMO, eV: 1.64

=====

Entry 3:
8 unconnected molecules or ions with the total composition C25H35Cl14F2NO4 at a distorted geometry. Source: the OMol25 dataset; level of theory: ωB97M-V/def2-TZVPD.

Geometry (Å):
C -3.8537 -2.1149 2.4600
C -2.7270 -1.3699 2.3318
C -1.3543 -1.8768 1.9455
C -1.2958 -3.0162 0.9667
C -0.6193 -4.1492 1.1781
N 0.1640 -4.2872 2.3940
C 1.4097 -3.5867 2.1852
O 2.0657 -3.6156 1.2090
F 1.7401 -2.8482 3.2434
C 0.4037 -5.6219 2.8211
O -0.4214 -6.3753 3.1970
F 1.7163 -5.9261 2.8435
C -0.6658 -5.2134 0.1296
O -0.7121 -6.3958 0.3646
C -0.7295 -4.7269 -1.2708
C -1.4364 -3.6360 -1.5215
C -2.0521 -2.9281 -0.3615
O -3.1061 -2.3615 -0.4592
H -4.3072 -2.6649 1.6410
H -4.3958 -2.1300 3.4042
H -2.7867 -0.2947 2.5080
H -0.8725 -2.1278 2.8921
H -0.7850 -1.0410 1.5287
H -0.2143 -5.3154 -2.0211
H -1.5886 -3.2415 -2.5169
Cl 0.3158 -1.6501 -0.7152
C 0.3975 0.1066 -1.0567
C 0.9788 0.3991 -2.4130
Cl 2.7141 -0.0063 -2.4938
H 0.9747 0.5754 -0.2626
H -0.6243 0.4772 -1.0072
H 0.8860 1.4612 -2.6298
H 0.4654 -0.1567 -3.1944
Cl -1.6088 2.8109 -2.0540
C -1.9700 2.9341 -3.7982
C -3.1715 2.1167 -4.1883
Cl -2.8548 0.3654 -4.0489
H -1.0828 2.6214 -4.3444
H -2.1491 3.9834 -4.0067
H -3.4268 2.3160 -5.2280
H -4.0317 2.3521 -3.5671
Cl 0.3742 -0.0194 5.1517
C 1.9963 -0.6525 5.5313
C 2.1813 -0.8905 7.0067
Cl 2.2158 0.6343 7.9346
H 2.7281 0.0554 5.1499
H 2.1071 -1.5905 4.9918
H 3.1337 -1.3886 7.1792
H 1.3857 -1.5097 7.4123
Cl 1.4472 -6.6341 -3.1109
C 0.4520 -8.1149 -3.1562
C 0.7354 -8.9523 -4.3753
Cl 0.1855 -8.1647 -5.8771
H -0.5924 -7.8158 -3.1117
H 0.6873 -8.6805 -2.2566
H 0.2016 -9.8977 -4.2967
H 1.7976 -9.1591 -4.4763
Cl -0.3313 7.2940 -4.3292
C -0.6684 7.4701 -6.0728
C -1.8719 6.6686 -6.4946
Cl -1.5633 4.9140 -6.3983
H 0.2219 7.1683 -6.6180
H -0.8504 8.5271 -6.2580
H -2.1234 6.8932 -7.5293
H -2.7344 6.8920 -5.8721
Cl 2.1475 5.9599 1.6246
C 1.8511 6.1453 -0.1203
C 0.6459 5.3467 -0.5417
Cl 0.9415 3.5939 -0.4187
H 2.7459 5.8354 -0.6542
H 1.6778 7.2023 -0.3178
H 0.3967 5.5568 -1.5817
H -0.2190 5.5810 0.0737
Cl 3.7189 6.2421 5.0354
C 2.5643 5.3851 6.0903
C 2.2427 4.0053 5.5806
Cl 1.3049 4.0485 4.0652
H 1.6688 5.9959 6.1696
H 3.0257 5.3113 7.0737
H 1.6382 3.4751 6.3154
H 3.1455 3.4279 5.3977

Calculated values
HOMO-LUMO gap, eV: 7.363
Charge: 0
SMILES string: C=CCC1=C(N(C(=O)F)C(=O)F)C(=O)C=CC1=O.ClCCCl.ClCCCl.ClCCCl.ClCCCl.ClCCCl.ClCCCl.ClCCCl
E_HOMO, eV: -8.02
E_LUMO, eV: -0.66

=====

Question: Among the records above, which one has the lowest charge?
Answer: C25H35AlBr2Cl42N